*i*
C15H64BNO28 | ωB97M-V/def2-TZVPD

```
109
Properties=species:S:1:pos:R:3:mulliken_charge:R:1
C 34.458 30.466 29.610 -1.419
C 34.644 31.832 30.320 -0.046
C 35.648 32.711 29.509 -0.481
C 35.687 34.095 30.400 -3.043
N 36.795 35.024 29.940 1.390
C 36.546 35.480 28.545 -1.053
C 37.494 34.651 27.698 0.686
C 38.585 34.166 28.540 0.533
C 38.105 34.325 29.949 -1.825
C 36.762 36.172 30.907 -0.900
C 37.284 35.948 32.375 -0.060
C 37.280 37.236 33.306 -0.641
H 34.096 30.614 28.547 0.315
H 33.564 29.907 29.936 0.310
H 35.219 29.636 29.437 0.221
H 35.087 31.408 31.385 -0.055
H 33.744 32.176 30.515 0.005
H 35.303 32.790 28.604 0.374
H 36.611 32.298 29.349 0.938
H 35.785 33.929 31.375 2.322
H 34.616 34.642 30.273 -0.263
H 36.995 36.406 28.306 0.915
H 35.639 35.109 28.251 0.300
H 37.899 35.288 27.010 0.236
H 36.944 33.764 27.293 -0.834
H 39.639 34.503 28.484 0.367
H 38.680 33.045 28.475 -0.267
H 38.821 34.844 30.540 0.311
H 38.332 33.482 30.426 0.923
H 35.738 36.461 31.071 0.461
H 37.177 37.068 30.438 0.375
H 38.298 35.896 32.378 0.316
H 36.800 35.072 32.827 0.251
H 37.631 38.116 32.700 -0.506
H 37.843 37.153 34.182 0.657
H 36.281 37.454 33.431 0.117
O 33.792 36.703 34.470 -0.923
C 33.031 36.112 33.690 1.149
O 33.339 36.074 32.425 0.849
B 32.226 35.486 31.814 0.505
O 31.215 35.255 32.831 -0.664
C 31.850 35.528 33.910 -0.253
O 31.303 35.381 34.962 -0.640
O 32.436 34.248 31.004 0.236
C 32.107 34.369 29.833 0.992
O 32.302 33.600 28.941 -0.812
C 31.649 35.694 29.715 0.166
O 31.543 36.275 30.758 -0.542
O 31.554 36.278 28.565 -0.745
O 33.185 28.696 26.933 -0.616
H 33.569 27.909 27.219 0.284
H 34.270 28.966 26.509 0.328
O 37.465 37.933 36.939 -0.665
H 37.583 37.657 37.932 0.322
H 36.708 37.472 36.724 0.283
O 35.527 35.533 36.139 -0.695
H 35.035 35.991 35.576 0.492
H 35.711 34.684 35.654 0.332
O 33.832 39.469 33.151 -0.694
H 33.560 38.552 33.579 0.279
H 34.628 39.534 32.563 0.365
O 35.851 39.257 31.110 -0.647
H 35.909 39.359 30.122 0.281
H 36.719 39.719 31.315 0.310
O 39.063 36.411 24.355 -0.672
H 38.217 35.879 24.467 0.350
H 39.305 36.681 23.401 0.299
O 37.358 31.108 27.089 -0.691
H 37.043 30.023 27.068 0.405
H 38.260 31.079 27.119 0.285
O 38.520 38.331 26.401 -0.579
H 37.728 38.630 26.020 0.299
H 38.583 37.475 26.038 0.267
O 36.836 28.328 27.033 -0.590
H 36.269 27.750 27.426 0.252
H 37.733 28.149 27.242 0.294
O 39.789 40.006 32.207 -0.658
H 40.255 39.120 32.624 0.320
H 39.033 40.200 32.816 0.304
O 41.324 36.933 32.243 -0.556
H 41.240 36.035 31.950 0.272
H 41.966 36.883 32.950 0.255
O 35.425 31.910 25.217 -0.710
H 34.657 32.335 25.660 0.450
H 36.123 31.784 25.934 0.350
O 40.128 31.029 27.304 -0.580
H 40.213 31.836 26.835 0.290
H 40.545 30.467 26.784 0.275
O 40.010 38.107 35.927 -0.571
H 40.702 37.690 36.319 0.262
H 39.266 38.272 36.469 0.347
O 33.786 32.471 34.246 -0.613
H 33.036 32.707 34.854 0.279
H 33.509 31.787 33.628 0.247
O 39.928 33.224 25.627 -0.658
H 39.667 33.384 24.684 0.301
H 40.190 34.182 25.643 0.289
O 31.456 31.405 32.592 -0.653
H 31.356 30.421 32.998 0.324
H 31.722 31.290 31.702 0.320
O 34.086 33.857 26.545 -0.758
H 33.482 33.855 27.335 0.368
H 33.459 33.925 25.730 0.326
O 41.027 36.963 29.371 -0.583
H 40.984 37.397 30.284 0.345
H 41.721 36.375 29.198 0.271
O 36.421 33.088 34.669 -0.679
H 35.583 32.566 34.585 0.402
H 36.823 32.755 35.555 0.294
```

Summary:
orbital gap = 8.96 eV

*ii*
C15H64BNO28 | ωB97M-V/def2-TZVPD

```
109
Properties=species:S:1:pos:R:3:mulliken_charge:R:1
C -0.224 2.816 2.659 -0.757
C -0.187 1.346 2.611 -1.168
C 0.231 0.694 1.196 1.480
C -0.026 -0.709 0.836 -1.513
N 0.499 -1.261 -0.432 1.568
C 2.038 -1.079 -0.532 -0.392
C 2.277 0.121 -1.454 -0.603
C 0.942 0.565 -2.100 0.688
C -0.086 -0.537 -1.584 -0.426
C 0.188 -2.785 -0.641 -1.770
C -1.239 -3.298 -0.632 0.599
C -1.408 -4.780 -0.611 -1.039
H -0.268 3.135 3.759 0.335
H -0.858 3.360 2.018 0.066
H 0.659 3.180 2.045 0.091
H -1.198 1.149 2.601 0.451
H 0.390 0.921 3.331 0.617
H 1.288 0.800 1.090 0.065
H -0.321 1.385 0.550 -0.524
H -0.918 -1.129 1.152 0.267
H 0.256 -1.388 1.734 0.231
H 2.633 -2.001 -0.753 0.264
H 2.466 -0.848 0.418 0.325
H 2.926 -0.192 -2.225 0.126
H 2.813 0.951 -0.909 0.318
H 0.978 0.687 -3.227 0.346
H 0.710 1.432 -1.491 -0.636
H -0.111 -1.244 -2.550 0.410
H -1.136 -0.154 -1.360 -0.245
H 0.873 -3.264 0.099 0.476
H 0.490 -3.084 -1.554 0.956
H -1.826 -2.691 -1.401 -0.152
H -1.572 -3.069 0.311 0.150
H -1.158 -5.405 -1.626 0.242
H -2.365 -5.153 -0.015 0.217
H -0.695 -5.283 0.087 0.177
O -2.581 5.057 0.395 -0.682
C -1.417 5.296 0.280 0.741
O -0.901 6.296 0.732 -0.637
B 0.491 6.375 0.214 1.587
O 0.639 5.278 -0.751 -0.641
C -0.474 4.636 -0.636 0.464
O -0.715 3.593 -1.252 -0.591
O 1.445 6.636 1.283 -0.698
C 2.079 7.747 1.030 0.755
O 2.729 8.126 1.939 -0.574
C 1.445 8.276 -0.063 0.479
O 0.547 7.641 -0.606 -0.505
O 2.032 9.180 -0.722 -0.649
O 4.210 -2.715 -2.556 -0.696
H 4.074 -3.789 -2.125 0.359
H 4.844 -2.281 -1.972 0.332
O -0.574 -8.140 1.947 -0.654
H 0.260 -8.390 1.423 0.329
H -0.379 -7.335 2.196 0.253
O 4.830 1.773 -3.930 -0.594
H 3.897 2.137 -3.635 0.318
H 5.133 1.133 -3.144 0.306
O 3.361 -1.444 -5.281 -0.589
H 3.478 -1.659 -4.339 0.263
H 4.080 -2.118 -5.501 0.321
O -1.620 -0.032 -4.786 -0.666
H -0.737 -0.205 -5.081 0.347
H -1.346 0.880 -4.313 0.389
O -3.095 -6.873 1.637 -0.569
H -3.894 -7.417 1.548 0.316
H -2.332 -7.279 1.692 0.276
O 1.521 2.242 -5.518 -0.578
H 1.523 2.948 -6.231 0.292
H 1.729 2.624 -4.701 0.254
O -4.417 -2.175 -1.098 -0.466
H -5.327 -2.230 -1.327 0.209
H -3.983 -1.999 -1.912 0.276
O 3.156 -2.765 1.791 -0.393
H 3.304 -3.552 1.975 0.193
H 2.696 -2.472 2.446 0.186
O -1.895 2.262 -3.443 -0.649
H -1.275 3.021 -2.937 0.380
H -2.693 2.638 -3.757 0.231
O 0.032 -5.419 -3.691 -0.628
H 0.391 -4.516 -3.897 0.300
H 0.940 -5.634 -3.196 0.331
O 3.132 4.061 0.849 -0.722
H 3.478 4.623 1.642 0.323
H 2.701 4.740 0.296 0.227
O -0.768 1.625 6.265 -0.609
H -1.514 2.129 5.971 0.410
H -1.125 0.751 6.172 0.277
O -5.384 -4.852 1.438 -0.643
H -5.793 -5.454 0.744 0.306
H -4.509 -5.207 1.631 0.353
O -3.100 -1.349 3.790 -0.640
H -3.767 -0.629 3.986 0.286
H -3.116 -1.497 2.795 0.331
O -2.744 2.937 4.920 -0.690
H -3.361 2.106 5.052 0.321
H -3.456 3.513 4.657 0.278
O -2.815 1.464 -0.331 -0.540
H -2.306 2.139 -0.033 0.101
H -2.943 1.691 -1.258 0.263
O -3.802 -0.748 1.109 -0.553
H -3.718 0.146 0.651 0.258
H -4.111 -1.463 0.445 0.329
O 3.861 1.383 1.390 -0.587
H 4.903 1.293 1.510 0.269
H 3.443 2.293 1.117 0.410
O 1.528 -1.795 4.343 -0.630
H 2.255 -1.200 4.697 0.348
H 0.785 -1.287 4.649 0.257
```

Summary:
orbital gap = 8.29 eV

Of them, *i* has the highest stability.

*i*
C5H11N4O | ωB97M-V/def2-TZVPD

```
21
Properties=species:S:1:pos:R:3:mulliken_charge:R:1
C 0.190 0.645 -1.554 -0.443
C 0.224 1.722 -2.686 -0.177
C 0.450 1.490 -0.336 -0.092
C -0.499 -2.152 1.265 -0.578
C 0.060 -0.749 1.450 0.489
N 0.540 2.859 -2.220 -0.519
N 0.762 2.656 -0.825 0.169
N 1.340 -0.447 1.613 -0.379
N -1.872 -1.974 0.906 -0.401
O -0.740 0.201 1.546 -0.624
H -0.738 0.131 -1.431 0.396
H -0.269 1.585 -3.561 0.458
H -0.410 -2.710 2.224 0.350
H 0.078 -2.610 0.524 0.411
H 0.894 3.569 -0.307 0.338
H 1.913 0.381 1.554 0.293
H 2.088 -1.151 1.426 0.239
H -2.575 -2.239 1.502 0.163
H -2.212 -2.261 0.013 0.187
H 1.014 0.000 -1.665 0.287
H -0.239 1.052 0.563 0.433
```

Summary:
orbital gap = 8.16 eV
net charge = +1

*ii*
C5H11N4O | ωB97M-V/def2-TZVPD

```
21
Properties=species:S:1:pos:R:3:mulliken_charge:R:1
C -0.664 -0.428 0.240 0.928
C -2.081 -0.316 0.357 0.426
C -0.101 -1.787 0.067 -1.618
C 2.333 0.016 -0.266 -1.235
C 1.595 2.333 -0.219 -0.917
N -3.499 1.391 -0.038 -0.206
N 0.053 0.693 0.330 -0.508
N -2.993 -1.286 0.256 -0.408
N 1.269 0.939 0.026 0.464
O -2.361 0.947 0.293 -0.022
H -0.474 -2.415 0.955 0.427
H -0.426 -2.176 -0.920 0.324
H 0.924 -1.747 0.296 0.387
H 3.278 0.513 -0.328 0.403
H 2.516 -0.571 0.679 0.432
H 1.983 -0.681 -0.922 0.497
H 0.690 2.942 -0.310 0.327
H 2.340 2.621 0.606 0.315
H 2.113 2.407 -1.090 0.405
H -2.664 -2.312 0.213 0.293
H -3.833 -1.083 -0.224 0.286
```

Summary:
orbital gap (spin up / spin down) = 7.49 / 7.42 eV
net charge = +1

Of them, *i* has the highest stability.